[1]
Below is a 9-piece molecular cluster, C6H29NO9 overall at a distorted geometry, with properties calculated with ωB97M-V with the def2-TZVPD basis set.

Results
**Net charge**: +1
**Maximum force**: 3.337 eV Å⁻¹
**LUMO (alpha / beta)**: -2.90 / -7.75 eV
**Multiplicity**: 2
**Gap between HOMO and LUMO (alpha / beta)**: 0.3829 / 0.2038 Ha
**HOMO (alpha / beta)**: -13.3 / -13.3 eV
**Energy above the lowest of the compared OMol25 structures with the same formula, charge and spin**: 39.01 kcal per mole

CARTESIAN COORDINATES (ANGSTROEM)
O: -1.33 -3.30 -1.50
O: 3.20 -0.06 0.26
O: 3.19 -0.44 2.97
O: -0.68 3.58 1.24
O: 1.44 -2.38 -0.07
O: 1.11 -2.67 2.54
O: -0.05 -0.52 -2.30
O: 1.79 2.52 1.41
O: 2.13 1.77 -1.56
N: -0.62 2.50 -1.45
C: -2.89 -1.24 -0.11
C: -2.66 1.23 -0.30
C: -1.10 1.23 -1.02
C: -1.15 0.34 -2.31
C: -2.79 -2.51 0.67
C: -2.84 -0.03 0.45
H: -3.27 1.20 -1.23
H: -2.84 0.17 1.55
H: -3.23 -3.38 0.20
H: 0.88 -3.58 2.29
H: 3.58 0.04 1.16
H: -0.67 2.63 -2.48
H: -0.55 -2.96 -0.99
H: -0.44 0.87 -0.17
H: 2.26 2.87 0.63
H: 2.48 0.16 3.07
H: 2.64 2.26 -2.20
H: -0.82 0.98 -3.11
H: -0.99 4.09 2.01
H: -3.22 -2.57 1.66
H: -0.86 -3.08 -2.35
H: 0.22 3.33 1.54
H: -1.79 -2.77 0.93
H: -0.02 -1.02 -1.45
H: 2.79 -1.31 2.63
H: 1.20 2.03 -1.50
H: 2.13 -3.06 0.01
H: -2.86 2.17 0.17
H: -2.70 -1.47 -1.13
H: 0.84 -2.20 1.79
H: 2.62 0.71 0.11
H: 1.91 -1.63 -0.49
H: 2.57 2.49 2.05
H: -2.06 -0.22 -2.42
H: -0.84 3.10 -0.63


[2]
Below is a 2-piece molecular cluster, C3H8S2 overall at a distorted geometry, with properties calculated with ωB97M-V with the def2-TZVPD basis set.

Results
**Net charge**: 0
**Maximum force**: 4.013 eV Å⁻¹
**LUMO**: 0.39 eV
**Multiplicity**: 1
**SMILES**: C=C.CSS
**Gap between HOMO and LUMO**: 0.3177 Ha
**HOMO**: -8.3 eV
**Energy above the lowest of the compared OMol25 structures with the same formula, charge and spin**: 59.52 kcal per mole

CARTESIAN COORDINATES (ANGSTROEM)
S: 0.87 0.37 0.55
S: 1.40 -1.42 -0.46
C: 0.76 1.49 -0.94
C: -3.12 0.73 0.09
C: -2.47 -0.14 0.83
H: -3.68 1.49 0.63
H: 1.74 1.83 -1.26
H: -2.99 0.62 -0.90
H: 0.34 2.53 -0.73
H: -1.51 -0.59 0.37
H: -2.79 -0.58 1.76
H: 1.26 -2.12 0.69
H: 0.21 1.03 -1.80


[3]
Below is a 3-piece molecular cluster, H6O2S2 overall, with properties calculated with ωB97M-V with the def2-TZVPD basis set.

Results
**Net charge**: 0
**Maximum force**: 0.335 eV Å⁻¹
**LUMO**: 0.30 eV
**Multiplicity**: 1
**SMILES**: SS.O.O
**Gap between HOMO and LUMO**: 0.3640 Ha
**HOMO**: -9.6 eV
**Energy above the lowest of the compared OMol25 structures with the same formula, charge and spin**: 0.00 kcal per mole

CARTESIAN COORDINATES (ANGSTROEM)
S: 2.24 0.52 -0.98
S: 2.22 -1.01 0.41
O: -0.95 1.22 0.40
O: -1.51 -1.44 -0.63
H: 2.27 -0.25 1.51
H: -1.26 1.68 -0.39
H: -1.29 -0.63 -0.13
H: -1.60 1.41 1.09
H: 0.91 0.64 -1.08
H: -1.02 -2.14 -0.18


[4]
Below is C5H12FO2Sr as an isolated structure at a distorted geometry, with properties calculated with ωB97M-V with the def2-TZVPD basis set.

Results
**Net charge**: +1
**Maximum force**: 4.956 eV Å⁻¹
**LUMO**: -3.29 eV
**Multiplicity**: 1
**Gap between HOMO and LUMO**: 0.1663 Ha
**HOMO**: -7.8 eV
**Energy above the lowest of the compared OMol25 structures with the same formula, charge and spin**: 129.39 kcal per mole

CARTESIAN COORDINATES (ANGSTROEM)
Sr: -3.38 -0.11 -0.49
F: -2.21 1.97 -0.03
O: -0.12 0.28 0.19
O: 1.39 -0.84 -1.26
C: 1.34 -0.51 0.04
C: -0.93 2.53 0.02
C: 1.22 -2.20 -1.64
C: -0.04 1.60 0.80
C: -0.62 -0.79 1.02
H: -0.38 1.53 1.84
H: 1.00 1.93 0.77
H: -0.18 -0.78 2.02
H: -1.00 3.49 0.54
H: -1.64 -0.50 1.28
H: -0.58 2.67 -1.01
H: 0.35 -2.30 -2.31
H: 1.65 -1.32 0.72
H: 1.07 -2.85 -0.76
H: 2.13 -2.52 -2.16
H: -1.09 -1.61 0.17
H: 2.02 0.33 0.25